(1)
The following is a DFT calculation (the ωB97M-V functional and the def2-TZVPD basis) of 15 unconnected molecules or ions with the total composition C35H84O23S6 at a distorted geometry.

Properties
HOMO-LUMO gap (eV): 9.47

Last column: Mulliken charge in e.
Element x y z (Å)
S  1.365  -0.376  -0.017  0.551
S  0.567  -5.122  -1.933  0.887
S  -3.805  -4.023  1.127  1.052
S  -5.547  3.019  2.436  1.083
S  1.952  1.086  -5.354  1.004
S  0.471  1.405  5.664  1.046
O  -4.623  -3.215  2.002  -0.669
O  1.521  3.782  -1.077  -0.132
O  0.636  -4.590  -0.560  -0.419
O  -0.112  5.306  -1.464  -0.798
O  -2.497  -0.986  -4.851  -0.445
O  -3.678  -3.804  -0.293  -0.553
O  -5.957  2.625  3.804  -0.729
O  3.589  0.257  3.367  -0.386
O  2.413  0.124  -0.861  -0.172
O  1.427  -1.708  0.568  -0.277
O  1.543  0.501  5.147  -0.906
O  -4.880  2.977  -1.199  -0.360
O  1.415  -6.254  -2.402  -0.729
O  0.827  -3.201  2.781  -0.494
O  3.000  2.108  -5.633  -0.790
O  -6.193  2.248  1.365  -0.592
O  4.293  1.856  1.487  -0.590
O  1.154  1.212  -4.112  -0.370
O  -0.533  1.955  4.788  -0.571
O  4.050  -0.960  -2.705  -0.237
O  -2.341  3.807  -1.822  -0.264
O  1.813  5.141  -2.655  -0.327
O  5.536  -3.001  1.329  -0.624
C  -5.714  4.018  -1.573  -0.707
C  -4.009  -5.822  1.533  -0.758
C  -3.727  3.000  2.376  -0.226
C  -2.018  -3.936  1.650  0.070
C  -3.313  4.371  2.753  -0.700
C  -0.472  -3.746  -4.090  0.038
C  -2.133  3.835  -3.268  -0.591
C  1.345  2.756  6.571  -0.871
C  4.265  -3.163  0.655  0.133
C  0.606  -0.513  -6.960  -0.227
C  0.082  1.540  8.310  -0.653
C  1.016  -2.210  3.708  0.065
C  -2.998  -1.056  -3.478  -0.132
C  5.444  -0.617  -2.700  -0.786
C  -0.245  0.571  7.134  -0.690
C  0.967  0.925  1.251  0.441
C  0.981  4.783  -1.743  0.513
C  1.342  2.384  8.056  -0.614
C  5.072  1.256  0.502  -0.614
C  4.584  -0.784  3.644  -0.746
C  3.044  4.548  -2.541  -0.428
C  -2.784  -6.193  2.388  -0.668
C  2.743  3.380  -1.703  0.799
C  -0.218  -0.203  -0.966  -0.993
C  0.790  1.019  -6.871  -0.961
C  -0.804  1.151  -0.521  -0.269
C  0.821  -3.694  -3.114  0.039
C  -1.176  -5.455  -2.449  -0.328
C  -1.521  -5.405  1.896  -0.303
C  -0.561  1.199  1.053  -0.722
C  -1.276  -5.009  -3.891  -1.098
C  -4.288  5.386  2.102  -0.445
C  -5.696  4.880  2.350  -0.805
C  1.987  -1.197  -6.745  -0.789
C  2.560  -0.657  -5.427  -0.254
H  -3.982  3.190  -1.464  0.329
H  -2.888  -6.069  3.466  0.316
H  2.213  -1.200  -4.548  -0.089
H  -6.423  4.292  -0.791  0.176
H  -1.130  -2.909  -3.857  -0.218
H  0.335  -0.350  7.203  0.339
H  2.561  -0.921  -7.630  0.355
H  3.644  -0.571  -5.347  0.426
H  -2.228  -1.186  -2.717  -0.267
H  1.819  -3.732  -3.551  0.541
H  -2.933  3.179  -3.610  0.308
H  -3.347  2.086  2.832  0.552
H  2.282  2.994  6.067  0.482
H  0.825  -2.415  4.762  0.486
H  4.198  -4.243  0.526  0.435
H  5.386  -0.799  2.906  0.333
H  -0.692  2.255  8.590  0.305
H  -4.950  -6.065  2.027  0.424
H  1.040  -2.828  1.923  0.267
H  4.598  0.322  0.200  0.018
H  -2.328  -4.859  -4.135  0.428
H  -1.879  1.227  -0.685  0.560
H  4.008  1.254  2.179  0.522
H  -6.033  5.149  3.352  0.412
H  6.051  -1.372  -3.200  0.308
H  5.279  1.876  -0.370  0.308
H  -6.483  5.181  1.659  0.431
H  -3.523  2.910  1.309  -0.176
H  -1.425  -6.475  -2.158  0.643
H  0.217  0.987  9.240  0.361
H  0.330  -1.404  3.448  -0.016
H  -6.316  3.606  -2.383  0.270
H  -3.742  -1.824  -3.266  0.327
H  -3.368  -0.072  -3.191  0.332
H  -0.314  2.004  -0.991  -0.256
H  2.012  -2.276  -6.898  0.421
H  -1.762  4.417  -1.359  0.281
H  2.636  2.454  -2.268  -0.315
H  -1.310  0.403  6.972  0.399
H  -4.131  -6.371  0.599  0.387
H  3.491  3.370  -0.911  -0.134
H  4.242  -2.609  -0.284  -0.038
H  1.464  1.875  1.054  0.428
H  -1.753  -4.729  -1.876  0.017
H  3.785  5.193  -2.069  0.278
H  0.680  3.608  6.430  0.362
H  -1.122  0.460  1.626  0.180
H  -0.014  -3.737  -5.080  0.374
H  5.638  0.370  -3.120  0.272
H  2.287  1.865  8.216  0.285
H  0.783  -2.821  -2.462  -0.544
H  5.126  -0.548  4.560  0.282
H  -1.056  2.108  1.394  0.261
H  1.276  0.423  2.168  -0.468
H  3.412  -2.926  1.292  -0.158
H  -2.370  4.797  -3.723  0.335
H  3.380  4.209  -3.521  0.350
H  -0.059  -0.708  -6.118  -0.021
H  3.603  -0.496  -1.993  0.432
H  1.345  1.499  -7.677  0.359
H  -0.899  -0.990  -0.642  0.258
H  0.163  -0.859  -7.894  0.478
H  -1.378  -3.437  0.922  -0.327
H  0.105  -0.349  -1.997  0.233
H  -1.163  -5.752  0.927  -0.020
H  -1.129  3.490  -3.516  0.041
H  -3.278  -0.666  -5.308  0.285
H  -4.065  5.378  1.035  0.081
H  -5.088  4.842  -1.915  0.316
H  -0.719  -5.348  2.632  0.291
H  1.547  3.229  8.714  0.419
H  -2.304  4.526  2.372  0.377
H  -0.958  -5.855  -4.500  0.320
H  2.982  0.268  4.111  0.363
H  5.500  -3.233  2.260  0.307
H  6.024  0.923  0.915  0.461
H  -3.256  4.425  3.840  0.390
H  2.061  -1.912  3.619  -0.192
H  -2.708  -7.272  2.256  0.351
H  -0.085  1.603  -6.587  0.414
H  -4.034  6.345  2.553  0.396
H  -1.974  -3.439  2.619  0.376
H  4.268  -1.824  3.724  0.232
H  5.902  -0.653  -1.711  0.248

(2)
The following is a DFT calculation (the ωB97M-V functional and the def2-TZVPD basis) of a molecular structure, C35H85N5O15 at a distorted geometry.

Properties
HOMO-LUMO gap (eV): 8.26

Last column: Mulliken charge in e.
Element x y z (Å)
O  1.506  0.212  -4.697  -0.701
O  3.820  4.583  1.305  -0.296
O  8.972  1.820  -0.111  -0.557
O  2.655  7.129  -8.842  -0.422
O  7.878  5.613  -2.425  -0.806
O  1.270  5.053  -6.949  -0.386
O  1.132  7.360  -4.820  -0.453
O  7.683  10.702  -5.002  -0.515
O  3.688  5.157  -2.784  -0.722
O  4.847  5.337  -7.189  -0.210
O  6.155  5.983  -0.159  0.569
O  4.558  7.865  -4.791  -0.291
O  4.062  9.245  -1.242  -0.734
O  6.700  8.510  -6.771  -0.286
O  1.000  9.647  -7.551  -0.342
N  4.108  3.233  -6.502  0.588
N  2.806  1.483  -3.247  0.263
N  7.349  3.314  -0.312  0.034
N  3.787  10.067  -3.411  0.362
N  6.603  7.396  -1.869  1.184
C  3.758  3.573  -5.168  -0.726
C  5.356  7.936  -1.524  -2.104
C  4.851  8.245  -6.177  -0.419
C  6.035  3.598  -0.829  1.023
C  4.917  4.459  -2.476  1.796
C  1.406  8.507  -5.516  -0.536
C  3.311  4.350  2.553  -0.954
C  1.663  1.806  -2.413  -1.067
C  4.791  6.194  -0.252  1.397
C  7.937  2.102  -0.616  0.182
C  7.973  4.439  0.323  -1.012
C  4.111  1.919  -2.738  -0.839
C  3.938  5.970  0.972  -1.946
C  4.315  1.795  -6.719  -1.294
C  2.040  6.258  -6.586  1.413
C  2.607  0.695  -4.317  0.173
C  7.660  8.406  -2.318  -1.705
C  0.439  8.737  -6.662  -0.393
C  4.695  4.114  -7.388  -0.056
C  3.141  6.719  -7.593  0.210
C  6.313  7.885  -7.944  -1.969
C  3.421  6.804  -10.003  -0.899
C  6.873  6.118  -1.879  0.448
C  6.302  10.612  -4.724  0.180
C  3.882  6.462  -3.143  -0.085
C  4.248  11.453  -3.192  -1.337
C  1.583  7.209  -3.513  -0.928
C  3.740  9.159  -2.418  0.498
C  8.464  9.461  -5.248  0.198
C  0.191  9.918  -8.684  -0.875
C  6.813  6.753  0.872  -1.544
C  2.924  9.904  -4.610  -0.687
C  8.121  8.776  -6.608  -0.754
C  4.025  6.652  -4.669  -0.348
C  -0.038  5.271  -7.518  -0.771
H  -0.007  5.698  -8.520  0.204
H  4.815  11.938  -3.986  0.569
H  5.023  8.537  -2.370  0.107
H  -0.592  8.908  -6.351  0.551
H  6.219  4.235  -1.694  0.564
H  4.145  6.993  -7.270  -1.734
H  4.791  11.424  -2.247  0.339
H  6.691  6.876  -7.780  0.362
H  2.350  4.824  2.755  0.302
H  7.399  1.507  -1.371  0.280
H  2.619  7.491  -3.324  -0.544
H  4.129  4.616  3.222  0.352
H  3.522  0.566  -4.918  0.465
H  4.547  7.223  -1.369  0.081
H  2.453  8.545  -5.818  0.137
H  4.699  5.872  -5.023  1.208
H  4.757  3.425  -2.169  0.868
H  6.811  8.332  -8.805  0.435
H  6.616  7.794  0.613  0.305
H  4.864  1.464  -7.600  0.515
H  6.123  11.509  -4.132  -0.001
H  7.380  9.057  -3.147  0.273
H  5.098  3.630  -8.291  0.312
H  7.471  4.952  1.144  0.177
H  -0.510  4.295  -7.633  0.349
H  3.242  3.278  2.736  0.253
H  2.690  10.833  -5.131  0.587
H  4.663  7.221  -0.595  0.106
H  8.357  9.513  -7.375  0.219
H  2.027  9.295  -4.495  -0.047
H  8.621  7.923  -2.493  0.507
H  5.351  8.615  -0.672  1.199
H  3.068  7.117  -2.833  1.351
H  5.225  7.949  -7.934  0.788
H  3.419  5.699  -7.860  1.289
H  5.208  4.893  -1.519  -2.105
H  4.854  1.333  -5.892  0.235
H  3.298  1.403  -6.750  0.368
H  3.485  9.223  -5.250  0.265
H  3.679  4.654  -5.054  -0.752
H  5.607  10.451  -5.548  1.244
H  4.054  2.998  -2.883  -0.958
H  2.911  6.201  0.690  0.519
H  5.202  9.277  -6.162  -0.696
H  1.837  1.217  -1.513  0.406
H  8.185  8.766  -4.456  -0.322
H  3.379  8.193  -2.803  -0.461
H  4.953  1.528  -3.309  0.118
H  3.495  5.743  -10.242  0.292
H  2.468  6.088  -5.598  -0.357
H  0.810  10.564  -9.306  0.275
H  2.756  3.156  -5.062  0.150
H  8.827  4.013  0.850  0.491
H  0.394  7.761  -7.145  0.124
H  5.429  7.557  -6.795  0.155
H  7.896  6.632  0.831  0.468
H  4.150  6.638  1.807  0.565
H  6.357  6.423  1.804  0.446
H  4.713  6.873  -2.568  -0.571
H  7.839  9.085  -1.485  0.376
H  4.393  7.297  -10.028  0.251
H  0.698  1.383  -2.693  0.354
H  1.397  6.254  -3.020  0.262
H  3.898  8.334  -6.700  1.116
H  9.521  9.710  -5.156  0.446
H  6.112  5.467  -1.423  -0.336
H  2.987  6.586  -4.994  -0.197
H  -0.735  10.467  -8.511  0.341
H  6.051  9.870  -3.966  -0.396
H  5.372  2.786  -1.130  0.013
H  8.250  5.141  -0.464  0.464
H  1.667  2.882  -2.243  0.189
H  -0.631  5.984  -6.946  0.281
H  5.737  4.597  -3.180  0.178
H  5.518  4.211  -0.091  0.303
H  1.200  7.981  -2.846  0.447
H  1.422  9.349  -4.825  1.567
H  2.904  7.246  -10.855  0.360
H  4.399  5.473  -0.968  -0.814
H  4.443  3.163  -4.426  0.883
H  -0.071  9.024  -9.251  0.287
H  3.355  12.043  -2.984  0.358
H  4.327  1.658  -1.701  0.621
H  8.598  7.812  -6.790  0.420
H  1.399  7.125  -6.425  -0.953

(3)
The following is a DFT calculation (the ωB97M-V functional and the def2-TZVPD basis) of 7 unconnected molecules or ions with the total composition C35H93N6O6 at a distorted geometry.

Properties
2S+1: 2
⟨S²⟩: 0.754
HOMO-LUMO gap (spin up / spin down) (eV): 10.38 / 6.96
Total charge: +6

Last column: Mulliken charge in e.
Element x y z (Å)
O  -16.276  -17.970  13.317  -0.482
O  -12.485  -17.000  10.831  0.179
O  -17.852  -21.368  10.233  -0.465
O  -15.427  -21.595  2.775  -0.483
O  -14.416  -17.341  8.840  -0.368
O  -12.637  -22.225  7.119  -0.578
N  -11.358  -14.183  7.296  -0.119
N  -17.096  -22.466  7.605  0.097
N  -13.798  -19.173  3.115  0.186
N  -11.433  -17.882  13.726  -0.145
N  -9.598  -21.190  7.206  -0.198
N  -16.873  -15.218  11.941  -0.178
C  -12.644  -14.328  4.992  -0.168
C  -17.482  -15.163  13.394  -0.765
C  -12.250  -20.938  7.584  0.026
C  -17.319  -21.050  7.034  -0.876
C  -10.494  -15.512  7.015  -0.514
C  -16.724  -16.736  11.353  -0.778
C  -11.645  -14.189  8.838  -0.343
C  -14.033  -19.112  1.617  -0.683
C  -16.356  -23.420  6.580  -0.690
C  -13.421  -17.714  3.512  -1.268
C  -10.343  -14.097  9.608  -1.006
C  -16.292  -22.554  8.942  -0.226
C  -14.962  -19.578  4.011  -0.117
C  -11.905  -16.379  13.885  -0.761
C  -10.541  -12.898  6.813  -0.925
C  -12.731  -14.382  6.564  -0.139
C  -9.136  -20.738  8.572  -0.894
C  -12.577  -20.058  3.425  -1.337
C  -11.854  -18.211  11.169  -0.086
C  -16.494  -21.370  9.920  -0.554
C  -12.670  -18.687  14.045  -0.902
C  -17.827  -14.474  10.967  -0.843
C  -14.858  -17.720  7.572  -0.110
C  -15.208  -21.089  4.102  -0.749
C  -9.270  -15.658  7.914  -1.050
C  -9.631  -22.751  7.111  -0.752
C  -10.869  -18.159  12.336  -1.240
C  -8.544  -20.596  6.203  -0.680
C  -15.705  -17.640  12.048  0.654
C  -18.443  -23.162  7.942  -0.945
C  -14.075  -14.430  4.242  -1.481
C  -10.369  -18.296  14.800  -0.704
C  -15.567  -14.362  11.804  -0.801
C  -9.613  -15.426  9.374  0.433
C  -10.993  -20.483  6.878  -0.697
H  -12.749  -16.223  13.214  0.188
H  -10.032  -22.989  6.126  0.310
H  -10.273  -23.026  7.948  0.375
H  -14.804  -16.817  6.964  0.145
H  -10.874  -19.438  7.165  0.027
H  -13.499  -18.265  13.476  0.302
H  -12.317  -15.038  8.962  0.161
H  -14.250  -17.013  3.415  0.601
H  -10.469  -13.882  10.670  0.505
H  -9.860  -13.190  9.244  0.341
H  -13.266  -17.600  4.585  0.136
H  -12.943  -20.203  7.175  -0.530
H  -16.803  -15.589  14.132  0.314
H  -18.105  -21.154  6.286  0.536
H  -8.544  -14.930  7.552  0.383
H  -18.320  -24.169  8.341  0.449
H  -14.109  -18.290  7.022  -0.369
H  -8.794  -16.625  7.749  0.536
H  -11.346  -18.667  10.319  0.213
H  -16.174  -21.336  4.543  0.627
H  -8.361  -21.487  8.736  0.418
H  -17.766  -20.412  7.796  0.343
H  -12.258  -16.381  14.916  0.462
H  -10.431  -13.145  5.757  0.430
H  -11.891  -15.105  4.859  0.304
H  -16.051  -20.413  9.647  0.164
H  -15.313  -23.101  6.570  0.245
H  -11.168  -16.366  7.089  0.316
H  -19.132  -23.212  7.099  0.422
H  -12.463  -20.043  4.509  0.363
H  -12.164  -20.795  8.661  1.004
H  -18.016  -13.449  11.284  0.409
H  -12.682  -18.911  11.272  0.715
H  -13.408  -15.134  6.970  -0.203
H  -9.617  -12.854  7.388  0.498
H  -16.365  -20.636  6.705  0.113
H  -17.831  -21.065  11.144  0.291
H  -14.409  -21.631  4.608  0.135
H  -18.765  -14.997  10.780  0.415
H  -16.397  -23.604  9.215  0.565
H  -13.288  -13.516  6.920  0.513
H  -8.743  -15.398  10.030  0.509
H  -8.610  -23.132  7.121  0.424
H  -12.885  -22.695  7.919  0.392
H  -10.326  -15.592  5.941  0.473
H  -14.671  -19.330  5.032  -0.411
H  -14.195  -20.080  1.144  0.318
H  -9.763  -17.406  14.627  0.418
H  -7.520  -20.905  6.411  0.357
H  -8.948  -20.918  5.243  0.407
H  -10.105  -16.269  9.861  -0.662
H  -14.880  -18.454  1.425  0.343
H  -12.361  -19.694  13.767  0.451
H  -16.326  -21.933  2.776  0.388
H  -16.536  -16.732  10.279  0.287
H  -12.831  -18.762  15.121  0.435
H  -14.534  -13.442  4.206  0.488
H  -11.031  -15.770  13.656  0.377
H  -17.808  -14.144  13.604  0.407
H  -16.620  -18.850  13.147  0.400
H  -15.997  -21.905  10.730  0.751
H  -15.683  -18.578  11.494  0.148
H  -10.651  -18.492  15.834  0.362
H  -15.284  -22.347  8.583  -0.240
H  -19.023  -22.708  8.746  0.320
H  -11.699  -19.504  3.093  0.491
H  -18.377  -15.754  13.197  0.380
H  -15.624  -13.344  12.190  0.483
H  -13.909  -14.823  3.240  0.429
H  -9.830  -19.160  14.414  0.346
H  -14.739  -17.136  12.071  -0.490
H  -11.074  -20.467  5.791  0.682
H  -16.794  -23.437  5.582  0.364
H  -13.098  -18.734  1.203  0.418
H  -14.746  -15.078  4.807  0.258
H  -17.456  -14.479  9.942  0.365
H  -12.215  -13.393  4.633  0.332
H  -17.776  -16.999  11.472  0.484
H  -9.931  -20.967  9.282  0.398
H  -12.765  -20.984  2.881  0.492
H  -8.639  -19.529  6.401  0.318
H  -13.123  -17.261  10.164  -0.103
H  -12.455  -17.356  3.156  0.578
H  -15.931  -19.084  3.942  0.725
H  -15.194  -14.342  10.780  0.412
H  -16.431  -24.431  6.981  0.409
H  -8.764  -19.718  8.480  0.363
H  -10.264  -19.060  12.436  0.367
H  -12.335  -13.360  8.991  0.487
H  -11.148  -11.993  6.855  0.293
H  -15.829  -18.185  7.399  0.270
H  -10.180  -17.327  12.192  0.541
H  -14.707  -14.770  12.334  0.122